A | This record from the Open Molecules 2025 dataset describes a single CH4BrOP molecule. The level of theory is ωB97M-V/def2-TZVPD.

Geometry as ORCA input:
```
! RIJCOSX wB97M-V def2-TZVPD def2/J DEFGRID3
* xyz 0 1
C 0.04412 -0.41882 -0.07868
O -0.33835 -1.32518 0.79192
P -0.59697 1.23020 0.48510
Br 2.39526 -0.04434 0.31505
H -0.02329 -0.64637 -1.16198
H 0.16593 -2.07530 0.56759
H -0.01234 2.07404 -0.42240
H -1.63437 1.20578 -0.49660
*
```

Values from the calculation:
- SMILES: O[C@@H](P)Br
- E_LUMO: -0.3988 eV
- Kohn-Sham gap: 9.5 eV

=====

B | This record from the Open Molecules 2025 dataset describes a molecular structure, CH4BrOP. The level of theory is ωB97M-V/def2-TZVPD.

Geometry as ORCA input:
```
! RIJCOSX wB97M-V def2-TZVPD def2/J DEFGRID3
* xyz 0 1
C -0.57040 -0.15843 0.21078
O -0.11065 -1.37770 -0.22428
P 0.96981 1.53067 -0.02468
Br -2.36537 0.31943 -0.35206
H -0.59143 -0.14610 1.29330
H -0.42578 -1.99408 0.38186
H 2.09592 0.69832 0.02564
H 0.99789 1.12788 -1.31055
*
```

Values from the calculation:
- E_LUMO: 0.1773 eV
- Kohn-Sham gap: 9.6 eV

=====

Which one sits at the bottom of the stability order? B does.

=====

A | This record from the Open Molecules 2025 dataset describes a single C2H2ClF3 molecule. The level of theory is ωB97M-V/def2-TZVPD.

Geometry as ORCA input:
```
! RIJCOSX wB97M-V def2-TZVPD def2/J DEFGRID3
* xyz 0 1
C -0.54577 0.94252 0.89066
C -0.41508 -0.15458 -0.15781
H -0.34142 1.82947 0.40340
H -1.50182 0.78734 1.29024
F 0.42581 0.67763 1.82080
F -1.32656 0.04519 -1.11119
F -0.53691 -1.31482 0.31880
Cl 1.20866 -0.11862 -0.90273
*
```

Values from the calculation:
- SMILES: FCC(F)(F)Cl
- E_LUMO: 0.8888 eV
- Kohn-Sham gap: 12.6 eV

=====

B | This record from the Open Molecules 2025 dataset describes a single C2H2ClF3 molecule. The level of theory is ωB97M-V/def2-TZVPD.

Geometry as ORCA input:
```
! RIJCOSX wB97M-V def2-TZVPD def2/J DEFGRID3
* xyz 0 1
C -0.90363 -0.03549 -0.11158
C 0.77247 0.12641 0.07048
F -1.44142 1.14900 0.18279
F 1.39155 0.81628 -0.96739
F 1.00249 0.64434 1.33785
Cl 1.47810 -1.48447 0.02193
H -1.14110 -0.79835 0.53008
H -1.15847 -0.41772 -1.06416
*
```

Values from the calculation:
- SMILES: FCC(F)(F)Cl
- E_LUMO: 0.7969 eV
- Kohn-Sham gap: 12.6 eV

=====

Which one sits at the bottom of the stability order? B does.

=====

A | This record from the Open Molecules 2025 dataset describes 13 unconnected molecules or ions with the total composition C5H37N2O13. The level of theory is ωB97M-V/def2-TZVPD.

Geometry as ORCA input:
```
! RIJCOSX wB97M-V def2-TZVPD def2/J DEFGRID3
* xyz 1 1
C -1.33748 2.30805 1.52136
O -1.12597 1.25325 2.44745
C -0.35935 2.21230 0.28377
C 0.27744 0.80078 0.23881
C -0.50869 -0.09630 -0.69835
N -0.36704 -3.03240 -0.36390
C -1.40223 -2.31806 0.17636
N -1.41553 -0.97723 0.00348
H -1.12602 3.38234 1.72257
H -2.21902 2.01172 1.25464
H -0.66625 1.55273 3.27191
H 0.57026 2.74880 0.52157
H -0.76649 2.40908 -0.63269
H 1.37500 0.70171 -0.19624
H 0.14191 0.44390 1.35388
H -1.07305 0.45189 -1.56744
H 0.03656 -0.53402 -1.57498
H 0.28237 -2.45936 -0.80650
H -0.47475 -3.94158 -0.65566
H -2.26349 -2.73398 0.77485
H -1.94203 -0.42029 0.62088
H -0.70809 -2.23437 -4.35705
H -1.60103 -2.38869 -3.15700
O -0.77496 -2.09339 -3.38348
H 3.43765 0.58523 2.05458
H 4.16824 1.71415 1.25221
O 3.33008 1.26751 1.35817
H -3.44334 -3.92676 -2.43109
H -3.08904 -4.89399 -1.32051
O -2.65361 -4.22103 -1.94735
H 1.40329 0.12217 -4.25359
H 2.27051 0.36750 -3.11920
O 1.35208 0.43635 -3.34776
H 1.75959 -2.59650 1.21344
H 1.47548 -1.42001 2.13879
O 1.26158 -1.85433 1.34938
H 3.51127 -4.91196 0.46845
H 2.51430 -4.08615 -0.37891
O 3.07229 -3.94328 0.42132
H 0.32130 4.17294 -4.35838
H 0.78119 2.65032 -3.86796
O 0.92552 3.59800 -3.79746
H -2.69558 -0.85878 3.73599
H -3.76611 -1.81721 3.62844
O -3.24919 -1.26996 2.98464
H -2.32601 1.29789 4.08786
H -2.44554 0.79870 5.72368
O -2.26093 0.60628 4.71652
H 3.77776 0.98594 -1.04018
H 4.02535 2.04918 -2.13370
O 4.02597 1.84528 -1.12055
H 3.64026 3.10989 -4.25262
H 2.52167 2.89179 -3.22013
O 3.37074 2.50089 -3.53033
H -2.67032 3.65526 3.08903
H -3.91729 2.77026 2.70362
O -3.31868 2.99658 3.48678
*
```

Values from the calculation:
- E_LUMO: -2.3820 eV
- Kohn-Sham gap: 10.0 eV

=====

B | This record from the Open Molecules 2025 dataset describes 13 unconnected molecules or ions with the total composition C5H37N2O13. The level of theory is ωB97M-V/def2-TZVPD.

Geometry as ORCA input:
```
! RIJCOSX wB97M-V def2-TZVPD def2/J DEFGRID3
* xyz 1 1
O -0.43974 0.00680 3.98562
C 0.33433 0.09980 3.04003
N 1.46599 -0.63310 3.03204
C 2.74836 -0.53220 2.29794
C -0.21303 0.75745 1.74104
N 0.38431 0.20565 0.35499
C -2.44691 1.30284 0.51691
C -1.76587 0.50239 1.71883
H 1.65308 -1.22582 3.94308
H 2.89310 -1.43105 1.66750
H 2.76613 0.24136 1.52944
H 3.47537 -0.40276 3.07466
H -0.01207 1.84202 1.73917
H 1.02963 -0.57718 0.51590
H 0.87756 0.95951 -0.11794
H -0.43638 -0.07250 -0.13525
H -3.35001 0.85987 0.10573
H -2.68268 2.38100 0.74896
H -1.74994 1.43467 -0.36247
H -2.07787 -0.51842 1.71274
H -2.10722 0.77693 2.73336
H -1.36200 -3.73522 1.63000
H -2.05251 -2.76175 0.76624
O -1.61640 -2.75681 1.64202
H -2.76234 -1.93072 -1.37565
H -3.75105 -1.15528 -0.51929
O -2.93457 -1.67459 -0.45238
H 1.37308 -0.33475 -4.03970
H 1.39309 0.37262 -5.28514
O 1.78356 -0.41866 -4.91420
H 2.04720 1.71354 3.24450
H 1.93492 3.11674 3.10742
O 2.08305 2.35688 2.51232
H 1.96312 -3.95083 1.58127
H 0.73925 -4.42142 2.55393
O 1.35499 -3.73484 2.32337
H 3.05851 2.03304 0.60242
H 4.52819 1.57184 0.37782
O 3.63708 1.51068 0.04485
H -1.21243 -0.37055 -4.07446
H -1.49140 -1.90696 -3.89508
O -1.37600 -1.09014 -3.39362
H 0.44090 2.29593 -1.87992
H -0.78615 3.23971 -1.60677
O -0.52951 2.37965 -1.93251
H -3.49873 -0.85077 -2.76956
H -4.05898 0.34571 -2.10348
O -4.36830 -0.41185 -2.62548
H 2.89893 2.58023 -1.92535
H 2.33369 4.02830 -2.10587
O 2.12375 3.14293 -1.82898
H -1.41709 2.42058 -4.82403
H -1.27702 1.76113 -3.49010
O -1.25202 1.56093 -4.43782
H 0.05214 -2.78815 -0.25455
H 0.67984 -2.43128 1.14066
O 0.89164 -2.53520 0.12746
*
```

Values from the calculation:
- E_LUMO: -2.7139 eV
- Kohn-Sham gap: 10.3 eV

=====

C | This record from the Open Molecules 2025 dataset describes 13 unconnected molecules or ions with the total composition C5H37N2O13. The level of theory is ωB97M-V/def2-TZVPD.

Geometry as ORCA input:
```
! RIJCOSX wB97M-V def2-TZVPD def2/J DEFGRID3
* xyz 1 1
C -1.25169 0.86566 1.66850
O -2.29393 0.06442 1.06798
C -0.00736 0.02720 1.61094
C 1.08971 0.68039 2.46808
C 2.21805 -0.27130 2.80447
C 4.02417 -0.99375 1.46132
N 2.79932 -1.04408 1.74087
N 0.39239 -0.23547 0.17528
H -1.53345 1.02915 2.72756
H -1.25004 1.73911 1.05119
H -3.10206 0.57888 0.92732
H -0.33540 -0.93588 2.07195
H 1.51574 1.63855 2.20965
H 0.55754 0.83542 3.40556
H 3.09759 0.10259 3.39579
H 1.78296 -1.09838 3.41278
H 4.60308 -1.66746 0.78606
H 4.75828 -0.35399 1.91906
H 0.91796 0.52580 -0.24361
H 1.03026 -1.04392 0.22212
H -0.41946 -0.55344 -0.41649
H -4.84341 1.20680 -1.57644
H -4.49913 -0.02965 -2.37591
O -4.10730 0.61632 -1.77463
H -1.35093 -0.09408 -4.52119
H -0.42034 0.53809 -3.39692
O -1.34030 0.40831 -3.69687
H 2.35036 -0.25752 -2.94939
H 1.30976 -0.95568 -2.11675
O 1.52527 -0.07705 -2.48010
H -2.53936 -0.84622 -1.12086
H -1.94824 -1.06414 -2.60570
O -1.87877 -1.27010 -1.66826
H -4.04352 -1.16764 -0.48046
H -4.87628 -1.21263 0.79335
O -4.27500 -1.77280 0.27098
H -0.55926 2.72968 -1.34678
H -1.33773 1.68631 -2.08193
O -0.81628 1.79432 -1.27249
H 3.44450 2.09737 -0.66753
H 3.57990 1.36449 0.68601
O 3.02693 1.98123 0.19575
H 1.70405 1.67437 -2.23020
H 1.43173 2.93277 -1.35240
O 1.84080 2.62596 -2.16646
H -2.06303 -2.10994 0.90332
H -2.28760 -3.31686 1.82754
O -1.61243 -2.70054 1.52484
H 0.06450 4.42750 0.97197
H 1.45553 4.39318 0.72874
O 0.66641 4.00728 0.31639
H 0.03604 -3.22078 0.91914
H 1.41401 -2.83202 1.71608
O 0.99610 -3.08456 0.89118
H 1.15058 -3.19385 -1.65437
H -0.33144 -2.69400 -1.17432
O 0.54015 -2.47337 -1.50174
*
```

Values from the calculation:
- E_LUMO: -2.4019 eV
- Kohn-Sham gap: 10.2 eV

=====

Which one sits at the bottom of the stability order? A does.

=====

A | This record from the Open Molecules 2025 dataset describes a molecular structure, C15H17ErIN5O9. The level of theory is ωB97M-V/def2-TZVPD.

Geometry as ORCA input:
```
! RIJCOSX wB97M-V def2-TZVPD def2/J DEFGRID3
* xyz 0 4
Er -0.50364 0.18523 0.85159
O -1.74976 -0.76996 4.89282
C -1.12135 -0.52903 3.69583
O -1.70418 0.04664 2.76386
C 0.35452 -0.76362 3.75692
O 0.90178 -0.96267 2.49653
C 1.08781 -2.32144 2.03059
C -0.18164 -2.87813 1.35320
O -0.29375 -4.10339 1.15709
O -1.07249 -2.00737 1.08394
H -2.69111 -0.56541 4.67758
H 0.49173 -1.63687 4.45683
H 0.80854 0.16398 4.17250
H 1.37287 -3.02965 2.79930
H 1.92621 -2.25340 1.30722
N -2.53541 -0.62667 -0.34677
C -2.87764 0.28164 -1.46673
C -2.19421 1.65946 -1.31906
O -2.23376 2.44130 -2.22508
O -1.62250 1.82593 -0.13514
H -2.79276 -1.60488 -0.56852
H -3.21400 -0.49109 0.39097
H -3.95433 0.39400 -1.50474
H -2.55657 -0.15436 -2.42072
O 1.41252 1.01770 -0.10832
N 1.70592 0.70417 -1.33390
N 1.19214 -0.41889 -1.69925
O 0.31990 -0.95007 -0.89874
C 1.58809 -1.12219 -2.88082
C 2.53988 -0.46069 -3.65555
C 2.72185 -0.94237 -4.93754
C 2.02384 -2.03427 -5.40767
C 1.13459 -2.73037 -4.53198
C 0.88879 -2.28548 -3.25295
H 2.99815 0.49923 -3.36538
H 3.48699 -0.47900 -5.56904
H 2.01627 -2.38158 -6.43077
H 0.67791 -3.65181 -4.95016
H 0.18695 -2.69073 -2.50536
I -0.83862 6.45367 3.49611
C -0.16202 4.60985 2.70199
C 0.61698 4.55084 1.51098
N 0.79185 3.23612 1.30599
N 0.09667 2.41394 2.17393
C -0.49766 3.28059 3.03488
H 1.07134 5.35945 0.89533
H 1.34831 2.76532 0.56183
H -0.96502 2.95633 3.94639
*
```

Values from the calculation:
- E_LUMO (spin up / spin down): -0.2642 / -0.2678 eV
- ⟨S²⟩: 3.75
- Kohn-Sham gap (spin up / spin down): 8.5 / 8.5 eV

=====

B | This record from the Open Molecules 2025 dataset describes a molecular structure, C15H17ErIN5O9. The level of theory is ωB97M-V/def2-TZVPD.

Geometry as ORCA input:
```
! RIJCOSX wB97M-V def2-TZVPD def2/J DEFGRID3
* xyz 0 4
Er 9.16463 6.13989 13.26108
O 9.65121 8.59286 15.86790
C 9.14535 8.92789 14.75604
O 8.42710 8.16973 14.04471
C 9.55287 10.29370 14.24494
O 9.75978 10.44070 12.86013
C 10.82346 9.59047 12.20532
C 10.51031 8.13150 12.21833
O 11.01797 7.37865 13.09176
O 9.56836 7.66174 11.51267
H 9.74799 7.50319 15.91708
H 8.74246 10.97364 14.54234
H 10.43892 10.52819 14.85131
H 10.69361 9.87250 11.11696
H 11.78829 9.86081 12.68120
N 10.45866 4.34181 14.04406
C 11.07657 4.34668 15.37748
C 10.78702 5.65448 16.09825
O 11.53868 6.10456 16.97644
O 9.75244 6.27490 15.62805
H 9.76731 3.58249 13.80589
H 11.16265 4.19521 13.34228
H 12.16314 4.31999 15.25826
H 10.67884 3.61588 16.06023
O 9.34660 4.31122 11.88107
N 8.77077 4.34516 10.65824
N 7.70380 5.13105 10.69523
O 7.32413 5.73414 11.77599
C 7.05130 5.43794 9.50396
C 6.37220 6.62455 9.42365
C 5.48763 6.79328 8.36238
C 5.28591 5.86580 7.38100
C 6.16551 4.76502 7.36343
C 7.04462 4.51048 8.39552
H 6.61938 7.45161 10.10347
H 4.98085 7.77376 8.30553
H 4.52282 5.90277 6.61124
H 6.26678 4.12897 6.48890
H 7.57640 3.53866 8.57862
I 4.34116 4.28504 17.89159
C 5.39312 4.74770 16.21955
C 4.80378 4.61088 14.95348
N 5.82466 4.77999 14.01548
N 6.97899 5.11558 14.65226
C 6.76844 5.16204 15.97147
H 3.81175 4.52138 14.68249
H 5.75148 4.92542 13.00615
H 7.51630 5.47194 16.68305
*
```

Values from the calculation:
- E_LUMO (spin up / spin down): -0.3275 / -0.3211 eV
- ⟨S²⟩: 3.75
- Kohn-Sham gap (spin up / spin down): 8.6 / 8.6 eV

=====

Which one sits at the bottom of the stability order? A does.

=====

A | This record from the Open Molecules 2025 dataset describes a single C3H6N2O2S molecule. The level of theory is ωB97M-V/def2-TZVPD.

Geometry as ORCA input:
```
! RIJCOSX wB97M-V def2-TZVPD def2/J DEFGRID3
* xyz 0 1
C -2.17193 0.70070 -0.21080
C 0.05333 1.34601 0.08926
C 1.32184 -0.75233 0.04079
H -2.09763 0.01361 0.61467
H -3.11976 1.21254 -0.19546
H -2.04937 0.09913 -1.14678
H 0.06111 -2.23159 0.60984
H 1.61474 -2.73518 0.08310
H 2.69300 0.62627 -0.23870
N 0.88644 -2.06393 0.01610
N 2.53866 -0.40358 -0.07654
O -1.17725 1.75212 -0.04375
O 0.18485 0.01130 -0.07782
S 1.26196 2.42492 0.53608
*
```

Values from the calculation:
- SMILES: [H]/N=C(/N)OC(=S)OC
- E_LUMO: 0.5125 eV
- Kohn-Sham gap: 9.3 eV

=====

B | This record from the Open Molecules 2025 dataset describes a single C3H6N2O2S molecule. The level of theory is ωB97M-V/def2-TZVPD.

Geometry as ORCA input:
```
! RIJCOSX wB97M-V def2-TZVPD def2/J DEFGRID3
* xyz 0 1
C -0.45823 -1.68498 -0.07841
C 0.26398 0.74551 0.02292
C 1.78668 0.49812 0.00430
H -1.46356 -2.09048 -0.20650
H 0.15371 -1.94423 -0.92550
H 0.01797 -2.08765 0.82658
H -2.13310 0.86965 -0.68622
H -2.10833 0.71412 0.93471
H 1.65510 2.34473 -0.05780
N -0.64843 -0.23135 0.01924
N -1.99505 0.17282 0.06939
O -0.06799 1.93449 0.06070
O 2.39369 1.66500 -0.06856
S 2.60357 -0.90575 0.08515
*
```

Values from the calculation:
- SMILES: CN(N)C(=O)C(O)=S
- E_LUMO: -0.4600 eV
- Kohn-Sham gap: 8.6 eV

=====

C | This record from the Open Molecules 2025 dataset describes a single C3H6N2O2S molecule. The level of theory is ωB97M-V/def2-TZVPD.

Geometry as ORCA input:
```
! RIJCOSX wB97M-V def2-TZVPD def2/J DEFGRID3
* xyz 0 1
C -1.19531 0.08226 -0.05643
C 0.93981 -0.78740 -0.29519
C 1.59138 0.53594 0.25863
N -0.36413 -0.97791 0.27369
N 0.65103 1.55360 0.36668
O -3.63860 -0.85282 0.37688
O -1.85933 0.41348 -1.18376
S -2.91935 0.39586 0.18814
H 0.62457 -0.65579 -1.32424
H 1.66373 -1.57893 -0.14931
H 2.03246 0.60856 1.30927
H 2.43863 0.78903 -0.36131
H -0.50904 -1.56100 1.13750
H 0.54416 2.03511 -0.54055
*
```

Values from the calculation:
- E_LUMO (spin up / spin down): 0.0782 / 0.0919 eV
- Kohn-Sham gap (spin up / spin down): 8.1 / 8.5 eV

=====

D | This record from the Open Molecules 2025 dataset describes a single C3H6N2O2S molecule. The level of theory is ωB97M-V/def2-TZVPD.

Geometry as ORCA input:
```
! RIJCOSX wB97M-V def2-TZVPD def2/J DEFGRID3
* xyz 0 1
C 2.21705 0.72009 -0.21298
C 0.83398 -1.19519 -0.29202
C -1.86882 -0.37901 -0.08841
H 2.07346 1.77357 -0.17944
H 2.66023 0.51198 0.83693
H 2.76179 0.37744 -1.13162
H -1.62887 -0.40240 1.98803
H -1.99299 1.28865 1.27590
H -2.68706 0.86946 -1.39482
N -1.64094 0.25471 1.06069
N -2.34259 -0.07631 -1.26190
O 0.82584 0.09808 -0.53315
O 1.70322 -1.98159 0.09080
S -0.91431 -1.85950 -0.15801
*
```

Values from the calculation:
- SMILES: [H]/N=C(\N)SC(=O)OC
- E_LUMO: 0.4781 eV
- Kohn-Sham gap: 9.3 eV

=====

Which one sits at the bottom of the stability order? C does.